A:
Below is one molecule with the formula C18H27N3O2S, with properties calculated with ωB97M-V/def2-TZVPD.

The SMILES is CC(=O)N1CCN(C(=S)NC(=O)[C@]23C[C@H]4C[C@H](C[C@H](C4)C2)C3)CC1. The calculation puts the HOMO-LUMO gap at 8.8 eV. Its highest occupied orbital energy is -8.397 eV.

Positions of all 51 atoms, in Å:
C (5.810, 2.272, 1.124)
C (5.591, 1.247, 0.035)
O (6.481, 0.873, -0.702)
N (4.325, 0.769, -0.085)
C (3.233, 1.097, 0.805)
C (1.904, 0.650, 0.200)
N (1.911, -0.779, -0.018)
C (0.885, -1.592, 0.241)
S (1.049, -3.228, 0.380)
N (-0.386, -1.048, 0.434)
C (-1.002, -0.142, -0.400)
O (-0.406, 0.434, -1.282)
C (-2.481, 0.118, -0.130)
C (-2.605, 1.607, 0.236)
C (-4.077, 1.982, 0.391)
C (-4.811, 1.726, -0.924)
C (-4.702, 0.245, -1.285)
C (-5.327, -0.600, -0.177)
C (-4.587, -0.340, 1.134)
C (-4.701, 1.138, 1.501)
C (-3.111, -0.724, 0.979)
C (-3.233, -0.136, -1.446)
C (3.186, -1.357, -0.402)
C (4.055, -0.287, -1.042)
H (6.867, 2.524, 1.146)
H (5.238, 3.174, 0.919)
H (5.514, 1.878, 2.093)
H (3.370, 0.608, 1.780)
H (3.191, 2.178, 0.968)
H (1.717, 1.179, -0.741)
H (1.094, 0.900, 0.890)
H (-0.994, -1.686, 0.933)
H (-2.071, 1.800, 1.171)
H (-2.140, 2.206, -0.549)
H (-4.150, 3.043, 0.651)
H (-5.862, 2.008, -0.824)
H (-4.374, 2.334, -1.718)
H (-5.226, 0.058, -2.228)
H (-6.383, -0.345, -0.062)
H (-5.267, -1.660, -0.436)
H (-5.029, -0.949, 1.930)
H (-5.751, 1.408, 1.627)
H (-4.190, 1.329, 2.447)
H (-2.599, -0.552, 1.930)
H (-3.055, -1.789, 0.733)
H (-2.770, 0.453, -2.240)
H (-3.147, -1.191, -1.718)
H (3.003, -2.174, -1.104)
H (3.686, -1.781, 0.478)
H (5.017, -0.702, -1.350)
H (3.555, 0.119, -1.928)

natural (NBO) atomic charge list, values in e, 8 entries: -0.71 0.69 -0.62 -0.44 -0.22 -0.22 -0.39 0.30

B:
Below is C18H27N3O2S as an isolated structure, with properties calculated with ωB97M-V/def2-TZVPD.

The calculation puts the HOMO-LUMO gap at 8.2 eV. Its highest occupied orbital energy is -7.839 eV.

Positions of all 51 atoms, in Å:
C (0.455, 2.333, -1.250)
C (1.481, 1.458, -0.569)
C (1.333, 0.853, 0.570)
N (2.399, 0.084, 0.845)
C (3.182, 0.259, -0.247)
C (4.454, -0.082, -0.196)
C (5.301, 0.200, -1.081)
C (6.625, -0.261, -1.197)
C (6.650, -1.027, -0.050)
S (5.262, -1.101, 0.910)
H (7.473, -1.425, 0.431)
H (7.366, -0.057, -1.855)
H (5.157, 0.793, -2.178)
O (2.616, 1.348, -0.972)
C (-0.034, 0.636, 1.349)
N (-1.271, 0.235, 0.838)
C (-1.042, -1.243, 0.240)
C (-2.315, -1.456, -0.617)
N (-3.388, -1.137, 0.006)
C (-3.665, 0.136, 0.732)
C (-2.459, 0.354, 1.412)
H (-2.528, -0.276, 2.486)
H (-2.484, 1.477, 1.984)
C (-3.857, 1.268, -0.254)
H (-2.807, 1.663, -1.036)
H (-4.306, 0.882, -1.278)
C (-4.477, 2.276, 0.131)
O (-5.837, 2.450, 0.276)
H (-6.102, 1.491, 0.991)
H (-3.985, 2.726, 1.152)
H (-4.382, 3.399, -0.625)
H (-4.552, 0.044, 1.138)
C (-4.653, -1.879, -0.398)
C (-4.920, -2.018, -1.960)
H (-5.881, -2.429, -2.171)
H (-4.068, -2.231, -2.415)
H (-4.895, -0.867, -2.493)
H (-5.542, -1.402, 0.318)
C (-4.679, -3.328, 0.087)
H (-5.717, -3.737, -0.066)
H (-3.775, -4.002, -0.246)
H (-4.644, -3.325, 1.384)
H (-2.349, -0.795, -1.557)
H (-2.251, -2.581, -0.999)
H (-1.130, -1.757, 0.935)
H (-0.002, -1.212, -0.410)
H (-0.143, 1.517, 1.977)
H (0.340, -0.213, 2.319)
H (-0.545, 2.394, -0.965)
H (0.190, 2.047, -2.312)
H (0.795, 3.408, -1.405)

natural (NBO) atomic charge list, values in e, 8 entries: -0.68 0.31 0.04 -0.40 0.41 -0.37 -0.15 -0.26

Stability, lowest: B

A:
Below is a 2-piece molecular cluster, C8H8 overall, with properties calculated with ωB97M-V/def2-TZVPD.

The SMILES is c1ccccc1.C#C. The calculation puts the HOMO-LUMO gap at 9.8 eV. Its highest occupied orbital energy is -8.882 eV.

Positions of all 16 atoms, in Å:
C (-1.504, 0.101, 1.026)
C (-1.868, 0.374, -0.262)
C (-0.951, 0.703, -1.231)
C (0.368, 1.047, -1.019)
C (0.634, 0.985, 0.304)
C (-0.136, 0.281, 1.276)
H (-2.191, -0.136, 1.727)
H (-2.927, 0.337, -0.558)
H (-1.356, 0.650, -2.126)
H (0.881, 1.600, -1.775)
H (1.520, 1.291, 0.951)
H (0.143, 0.208, 2.327)
C (1.580, -1.271, -0.344)
C (1.940, -2.295, 0.169)
H (1.218, -0.408, -0.775)
H (2.338, -3.094, 0.714)

natural (NBO) atomic charge list, values in e, 8 entries: -0.18 -0.22 -0.17 -0.31 -0.20 -0.19 0.21 0.21

B:
Below is a 2-piece molecular cluster, C8H8 overall, with properties calculated with ωB97M-V/def2-TZVPD.

The SMILES is c1ccccc1.C#C. The calculation puts the HOMO-LUMO gap at 9.8 eV. Its highest occupied orbital energy is -9.216 eV.

Positions of all 16 atoms, in Å:
C (-1.708, -0.233, -0.220)
C (-0.981, 0.084, -1.439)
C (-0.066, 1.135, -1.595)
C (0.483, 1.506, -0.160)
C (-0.115, 1.177, 0.951)
C (-1.323, 0.368, 1.005)
H (-2.314, -1.023, -0.150)
H (-1.195, -0.617, -2.169)
H (0.087, 1.393, -2.720)
H (1.307, 2.205, -0.203)
H (0.291, 1.532, 1.881)
H (-1.642, -0.174, 2.020)
C (1.480, -1.420, 0.335)
C (2.278, -2.164, 0.972)
H (0.502, -0.804, 0.040)
H (2.915, -2.964, 1.451)

natural (NBO) atomic charge list, values in e, 8 entries: -0.22 -0.24 -0.21 -0.19 -0.26 -0.20 0.21 0.21

Stability, lowest: B

A:
Below is a 2-piece molecular cluster, H5N3S overall, with properties calculated with ωB97M-V/def2-TZVPD.

The calculation puts the HOMO-LUMO gap (alpha / beta) at 9.0 / 8.2 eV. Its highest occupied orbital energy (alpha / beta) is -9.243 / -8.148 eV.

Positions of all 9 atoms, in Å:
N (-1.903, -0.017, -0.080)
N (1.484, 0.831, 0.077)
N (0.030, -1.217, -0.128)
S (0.901, -0.411, 0.935)
H (-1.553, 0.562, 0.655)
H (-1.475, 0.430, -0.959)
H (0.649, 1.126, -0.426)
H (2.295, 0.660, -0.547)
H (-0.427, -1.963, 0.475)

natural (NBO) atomic charge list, values in e, 8 entries: -0.67 -1.02 -0.81 0.76 0.29 0.30 0.38 0.39

B:
Below is one molecule with the formula H5N3S, with properties calculated with ωB97M-V/def2-TZVPD.

The SMILES is NNSN. The calculation puts the HOMO-LUMO gap at 9.2 eV. Its highest occupied orbital energy is -8.391 eV.

Positions of all 9 atoms, in Å:
N (1.092, -0.631, -1.066)
N (-0.220, -0.608, -1.112)
S (-0.981, 0.763, -0.221)
N (-0.869, 0.476, 1.506)
H (1.378, -0.210, -1.955)
H (1.603, -0.256, -0.226)
H (-0.420, -1.425, -0.515)
H (-0.803, 1.338, 2.033)
H (-1.645, -0.195, 1.745)

natural (NBO) atomic charge list, values in e, 8 entries: -0.67 -0.53 0.41 -1.02 0.35 0.35 0.34 0.39

Stability, lowest: A